(1)
A cluster of 2 separate species, C5H13NO2 in total at a distorted geometry, computed with ωB97M-V with the def2-TZVPD basis set.

Energy above the lowest of the compared OMol25 structures with the same formula, charge and spin (kJ/mol): 134.05
SMILES: CCN(C=O)CC.O
HOMO level (eV): -8.84
Frontier orbital gap (eV): 9.3
LUMO level (eV): 0.5
Charge: 0
Largest force on an atom (eV/A): 2.1

CARTESIAN COORDINATES (ANGSTROEM)
1 O 2.2990 -1.0503 0.7034
2 O -1.3032 -0.7326 2.9356
3 N 0.7718 0.4815 0.0662
4 C 1.4080 0.5379 -1.2436
5 C 1.2761 -0.4485 0.9586
6 C -0.5547 1.1523 0.1573
7 C 0.9018 -0.4927 -2.2688
8 C -1.6833 0.0939 -0.0044
9 H 1.7961 -0.9766 -2.6747
10 H -1.7739 -0.1742 -1.0536
11 H -1.2814 -0.7213 0.5535
12 H 2.4747 0.4523 -1.0840
13 H 0.3752 -1.2619 -1.7377
14 H 0.6446 -0.5014 1.8536
15 H 0.3906 -0.0551 -3.1184
16 H -0.6112 1.5968 1.1518
17 H -2.6346 0.4105 0.4268
18 H -0.5687 1.8461 -0.6695
19 H -1.2084 -1.4737 3.5333
20 H 1.3668 1.5344 -1.5847
21 H -2.0855 -0.2173 3.0990

Atoms 1-2, force components in eV/Å:
O -0.080 -0.528 0.704
O 0.866 0.024 -0.597

Results of the Löwdin charge analysis, in e, for atoms 1 through 4: atom 1 (O): 0.015, atom 2 (O): -0.044, atom 3 (N): -0.120, atom 4 (C): -0.225

***

(2)
A cluster of 2 separate species, C5H13NO2 in total at a distorted geometry, computed with ωB97M-V with the def2-TZVPD basis set.

Energy above the lowest of the compared OMol25 structures with the same formula, charge and spin (kJ/mol): 747.02
HOMO level (eV): -9.02
Frontier orbital gap (eV): 5.5
LUMO level (eV): -3.6
Charge: 0
Largest force on an atom (eV/A): 3.2

CARTESIAN COORDINATES (ANGSTROEM)
1 O -0.7503 -1.7666 1.5139
2 O -1.0401 1.7178 -0.7872
3 N -0.0647 -0.3818 -0.5954
4 C -2.4841 0.0074 -0.2431
5 C -1.1411 0.4595 -1.0068
6 C 1.8519 -0.5347 1.0944
7 C 0.9304 0.2727 0.2005
8 C 1.7625 1.1384 -0.7978
9 H -0.5340 -1.1391 0.0096
10 H 2.5846 -1.0224 0.4424
11 H 0.3852 1.0225 0.7890
12 H 1.0219 1.8364 -1.2332
13 H 2.4593 0.1087 1.7231
14 H -3.1353 -0.6100 -0.8471
15 H 2.0409 0.5684 -1.6739
16 H -2.1800 -0.6149 0.6156
17 H -1.0361 -2.6534 1.2572
18 H 2.3054 1.8425 -0.1779
19 H -1.3082 0.2115 -2.0860
20 H -2.9445 0.8614 0.2366
21 H 1.2763 -1.3239 1.5660

Atoms 1-2, force components in eV/Å:
O -0.296 0.350 -1.168
O -0.272 0.067 -0.431

Results of the Löwdin charge analysis, in e, for atoms 1 through 4: atom 1 (O): -0.318, atom 2 (O): 0.013, atom 3 (N): 0.124, atom 4 (C): 0.073

***

(3)
A cluster of 2 separate species, C5H13NO2 in total at a distorted geometry, computed with ωB97M-V with the def2-TZVPD basis set.

Energy above the lowest of the compared OMol25 structures with the same formula, charge and spin (kJ/mol): 81.05
SMILES: CNC(C)=O.CCO
HOMO level (eV): -9.71
Frontier orbital gap (eV): 10.5
LUMO level (eV): 0.8
Charge: 0
Largest force on an atom (eV/A): 1.5

CARTESIAN COORDINATES (ANGSTROEM)
1 O 1.4661 1.9883 1.7979
2 O -0.0924 -1.0175 -1.6873
3 N -1.4477 -0.7932 0.1206
4 C -0.9340 -1.9454 0.8264
5 C -1.0345 -0.4728 -1.1542
6 C 2.2496 0.1502 0.3740
7 C 1.2120 1.2365 0.6265
8 C -1.8459 0.6372 -1.7847
9 H -0.0694 -2.3136 0.2772
10 H 1.1657 1.9044 -0.2459
11 H 0.2028 0.7478 0.8059
12 H -0.6197 -1.6594 1.8325
13 H -2.3166 -0.4050 0.4547
14 H 2.3710 2.3200 1.7557
15 H 2.3418 -0.4952 1.2459
16 H 1.9307 -0.4548 -0.4715
17 H -1.8009 1.5325 -1.1679
18 H -1.4377 0.8655 -2.7648
19 H -1.6814 -2.7384 0.8926
20 H 3.2243 0.5876 0.1555
21 H -2.8837 0.3253 -1.8892

Atoms 1-2, force components in eV/Å:
O 0.219 0.210 0.261
O 0.114 -0.033 -0.191

Results of the Löwdin charge analysis, in e, for atoms 1 through 4: atom 1 (O): -0.086, atom 2 (O): 0.044, atom 3 (N): -0.025, atom 4 (C): -0.076

***

(4)
A cluster of 2 separate species, C5H13NO2 in total at a distorted geometry, computed with ωB97M-V with the def2-TZVPD basis set.

Energy above the lowest of the compared OMol25 structures with the same formula, charge and spin (kJ/mol): 98.78
SMILES: CCC(=O)O.CCN
HOMO level (eV): -9.18
Frontier orbital gap (eV): 9.8
LUMO level (eV): 0.6
Charge: 0
Largest force on an atom (eV/A): 1.5

CARTESIAN COORDINATES (ANGSTROEM)
1 O -1.1343 0.6628 -0.2869
2 O -2.0242 1.0853 -2.3012
3 N 1.7005 2.2005 1.1983
4 C 1.5612 0.8542 0.6897
5 C -1.7839 -1.1956 -1.6075
6 C 2.7870 0.0234 1.0918
7 C -1.7212 0.3047 -1.4386
8 C -2.2582 -1.9282 -0.3610
9 H -3.2710 -1.6313 -0.1199
10 H -0.8534 -1.6164 -1.9845
11 H 2.7543 -1.0159 0.7878
12 H 1.5619 0.8899 -0.3988
13 H 3.6802 0.5161 0.6971
14 H -2.2893 -3.0153 -0.4750
15 H 0.7133 0.2570 1.0227
16 H -1.1745 1.5841 -0.0133
17 H -1.5663 -1.8092 0.4707
18 H 0.9017 2.8024 1.0829
19 H 2.9107 0.1122 2.1740
20 H -2.5435 -1.3081 -2.3756
21 H 2.0489 2.2274 2.1473

Atoms 1-2, force components in eV/Å:
O -0.279 -0.828 0.900
O -0.385 0.076 0.277

Results of the Löwdin charge analysis, in e, for atoms 1 through 4: atom 1 (O): 0.072, atom 2 (O): 0.108, atom 3 (N): -0.007, atom 4 (C): -0.378

***

(5)
A structure of composition C5H13NO2 at a distorted geometry, computed with ωB97M-V with the def2-TZVPD basis set.

Energy above the lowest of the compared OMol25 structures with the same formula, charge and spin (kJ/mol): 1363.62
HOMO level (eV): -8.56
Frontier orbital gap (eV): 4.0
LUMO level (eV): -4.6
Charge: 0
Largest force on an atom (eV/A): 4.8

CARTESIAN COORDINATES (ANGSTROEM)
1 O -0.6672 -0.7451 -2.8591
2 O -0.6783 -1.2449 2.1363
3 N 2.2137 1.3884 0.0877
4 C -1.6214 0.1229 -0.5569
5 C 1.0212 -1.0150 -0.3810
6 C 1.7871 1.2421 1.3304
7 C 0.8978 0.6249 -0.2349
8 C -0.6309 0.7854 0.3713
9 H -1.1674 -0.1288 -1.5286
10 H 1.8000 0.4478 1.9927
11 H -0.6673 1.8935 0.5515
12 H -1.3240 -0.4433 -3.4673
13 H -2.0061 -0.8476 -0.1955
14 H 0.9816 -1.3161 0.6949
15 H -2.5906 0.6806 -0.7535
16 H 2.0112 -1.3986 -0.6985
17 H -1.0894 -1.9375 2.6838
18 H -0.5893 0.1757 1.2801
19 H 0.3165 -1.3771 -1.0449
20 H 1.3016 2.0558 1.8373
21 H 0.7013 1.0367 -1.2460

Atoms 1-2, force components in eV/Å:
O 0.774 0.062 1.662
O 0.287 -0.794 -0.282

Results of the Löwdin charge analysis, in e, for atoms 1 through 4: atom 1 (O): -0.164, atom 2 (O): -0.285, atom 3 (N): 0.100, atom 4 (C): -0.064

***

(6)
A structure of composition C5H13NO2 at a distorted geometry, computed with ωB97M-V with the def2-TZVPD basis set.

Energy above the lowest of the compared OMol25 structures with the same formula, charge and spin (kJ/mol): 613.49
HOMO level (spin up / spin down) (eV): -8.49 / -8.49
Frontier orbital gap (spin up / spin down) (eV): 8.3 / 8.3
LUMO level (spin up / spin down) (eV): -0.2 / -0.2
Charge: 0
Largest force on an atom (eV/A): 3.7

CARTESIAN COORDINATES (ANGSTROEM)
1 O -0.2383 1.4531 1.7330
2 O 0.2000 -0.2969 -0.1104
3 N 1.4570 0.3022 2.7419
4 C 0.9712 0.7710 1.5057
5 C -1.0714 -0.4682 -2.9342
6 C -1.1276 -1.0982 -1.7772
7 C -2.2268 -1.8932 -1.1770
8 C 2.0097 1.6226 0.7882
9 H -0.7319 1.4392 0.9014
10 H 1.6311 1.9383 -0.1820
11 H -1.9038 -2.9139 -0.9569
12 H -2.5467 -1.4388 -0.2395
13 H -0.2080 0.1140 -3.2266
14 H -0.1035 -1.0760 -1.0806
15 H 0.7171 -0.4212 0.9381
16 H 2.2091 2.5312 1.3619
17 H -1.8949 -0.5148 -3.6397
18 H 0.7359 0.0820 3.4133
19 H 2.2724 0.7472 3.1310
20 H -3.0862 -1.9404 -1.8531
21 H 2.9357 1.0610 0.6627

Atoms 1-2, force components in eV/Å:
O 0.427 -0.718 -0.299
O 1.568 0.468 3.352

Results of the Löwdin charge analysis, in e, for atoms 1 through 4: atom 1 (O): 0.008, atom 2 (O): -0.234, atom 3 (N): 0.109, atom 4 (C): -0.510

***

(7)
A structure of composition C5H13NO2 at a distorted geometry, computed with ωB97M-V with the def2-TZVPD basis set.

Energy above the lowest of the compared OMol25 structures with the same formula, charge and spin (kJ/mol): 830.26
HOMO level (eV): -8.17
Frontier orbital gap (eV): 3.8
LUMO level (eV): -4.3
Charge: 0
Largest force on an atom (eV/A): 3.4

CARTESIAN COORDINATES (ANGSTROEM)
1 O -1.8328 -0.7731 2.3391
2 O -0.7633 1.2666 1.8082
3 N 1.2275 -0.3632 -1.5926
4 C -0.2137 -0.1020 -1.6465
5 C 0.9611 -0.3257 1.2741
6 C -0.9569 0.1446 -0.3070
7 C 1.8785 -0.4021 -2.9433
8 C -0.0038 0.6974 0.7649
9 H 1.3111 -0.8815 -3.7723
10 H -1.5317 1.0847 -0.4296
11 H 1.7226 0.2363 1.8294
12 H -0.7546 -0.9446 -2.1011
13 H -0.4650 0.7990 -2.2374
14 H -1.6808 -0.6082 -0.0377
15 H -1.4658 0.3622 2.1960
16 H 2.7655 -1.0005 -2.7582
17 H -2.2662 -0.8618 3.1537
18 H 0.4231 -0.9980 1.9458
19 H 0.5200 1.5058 0.2341
20 H 1.4215 -0.7908 0.3869
21 H 2.1854 0.6192 -3.2929

Atoms 1-2, force components in eV/Å:
O 0.716 0.878 -1.891
O 1.226 0.379 -2.167

Results of the Löwdin charge analysis, in e, for atoms 1 through 4: atom 1 (O): -0.189, atom 2 (O): -0.094, atom 3 (N): 0.116, atom 4 (C): -0.208

***

(8)
A cluster of 2 separate species, C5H13NO2 in total at a distorted geometry, computed with ωB97M-V with the def2-TZVPD basis set.

Energy above the lowest of the compared OMol25 structures with the same formula, charge and spin (kJ/mol): 229.03
SMILES: C=C(O)NC.CCO
HOMO level (eV): -8.25
Frontier orbital gap (eV): 9.0
LUMO level (eV): 0.8
Charge: 0
Largest force on an atom (eV/A): 3.3

CARTESIAN COORDINATES (ANGSTROEM)
1 O -2.3711 -0.2209 -0.7962
2 O 1.8879 1.1604 0.3960
3 N 1.2567 -0.9636 -0.1548
4 C 1.2092 0.0453 0.8037
5 C 1.0727 -2.3799 0.1192
6 C -1.3721 1.9568 -0.8417
7 C -1.2904 0.5311 -1.3530
8 C 0.5491 -0.0006 1.9644
9 H -2.3317 2.4176 -1.1035
10 H -0.5729 2.5743 -1.2628
11 H 2.0028 -0.7846 -0.8274
12 H 1.9030 -2.9482 -0.3082
13 H -1.4251 0.5255 -2.4398
14 H 1.0476 -2.6246 1.1832
15 H 0.4393 0.8825 2.5806
16 H 0.1286 -2.6964 -0.3310
17 H -2.1272 -0.3902 0.1299
18 H 0.1196 -0.9225 2.3343
19 H -1.3145 1.9815 0.2523
20 H -0.2729 -0.0917 -1.1124
21 H 1.4612 1.9480 0.7671

Atoms 1-2, force components in eV/Å:
O 0.086 -0.294 0.377
O -0.365 0.001 -0.495

Results of the Löwdin charge analysis, in e, for atoms 1 through 4: atom 1 (O): -0.106, atom 2 (O): 0.046, atom 3 (N): -0.064, atom 4 (C): -0.507

***

In order of appearance, DFT total energy = -10980.490; -10974.137; -10981.039; -10980.855; -10967.746; -10975.521; -10973.274; -10979.505 eV.